Formula: C63H48BrN8O3Tl
Source: the OMol25 dataset
Level of theory: ωB97M-V/def2-TZVPD

Each line ends with the Löwdin charge.
Element x y z (Å)
Tl1 16.6429 12.6274 13.8093  0.915
C1 17.3782 10.6948 20.9400  -0.115
C2 16.5499 9.6977 20.3660  -0.111
C3 16.3838 9.6213 19.0148  -0.052
C4 17.0592 10.5130 18.1135  -0.158
C5 17.9269 11.4350 18.7200  -0.058
C6 18.1193 11.5212 20.1046  -0.105
C7 16.8512 10.3918 16.6394  -0.079
C8 15.5466 10.4588 16.0758  -0.325
C9 14.3446 10.6819 16.7894  -0.054
C10 13.3207 10.6711 15.8701  -0.027
C11 13.9927 10.4677 14.5726  -0.258
C12 13.2718 10.4342 13.3163  -0.084
C13 11.9005 10.0158 13.2959  -0.196
C14 11.4725 8.8745 13.9463  -0.039
C15 10.2150 8.3428 13.6725  -0.100
C16 9.4191 8.9819 12.7323  -0.127
C17 9.7701 10.2051 12.1513  -0.117
C18 10.9881 10.7327 12.4344  -0.054
C19 13.8677 10.8644 12.0936  -0.238
N1 15.0241 11.5849 12.0599  0.045
C20 15.3363 11.8424 10.7595  -0.212
C21 16.5673 12.3896 10.2554  -0.037
C22 16.7223 13.6524 9.3663  -0.222
C23 17.4198 15.6811 9.5234  -0.222
C24 17.0483 16.4172 8.2812  -0.015
C25 16.3441 15.8306 7.3139  -0.124
C26 15.8523 14.5042 7.2207  -0.093
C27 16.0494 13.4926 8.1009  -0.045
C28 17.7483 11.6436 10.5708  -0.235
C29 18.6067 10.9181 9.6492  -0.029
C30 19.5329 10.2371 10.3959  -0.027
C31 19.2892 10.5953 11.7892  -0.211
N2 18.1671 11.3768 11.8693  0.079
C32 20.0006 10.0033 12.9345  -0.016
C33 19.4967 10.1517 14.2662  -0.277
C34 20.2579 10.0641 15.4506  -0.041
C35 19.3413 10.1552 16.4820  -0.034
C36 18.0177 10.3075 15.8896  -0.296
N3 18.1681 10.3375 14.5391  0.077
C37 21.2190 9.1387 12.7273  -0.155
C38 22.2509 9.5943 11.8812  -0.050
C39 23.3702 8.8110 11.6469  -0.102
C40 23.3920 7.4720 12.0255  -0.110
C41 22.3375 6.9811 12.8164  -0.108
C42 21.2996 7.8004 13.2429  -0.021
C43 14.1661 11.3429 9.8940  -0.013
C44 13.3510 10.6842 10.7442  -0.051
N4 15.3368 10.2912 14.7301  0.091
H1 17.4830 10.8236 22.0045  0.079
H2 16.0626 8.9203 20.9428  0.090
H3 15.7637 8.8297 18.5340  0.129
H4 18.4927 12.1303 18.0591  0.131
H5 18.8490 12.2380 20.5672  0.108
H6 14.2586 10.8046 17.8564  0.089
H7 12.2514 10.7535 16.0099  0.090
H8 12.1618 8.4083 14.6805  0.130
H9 9.8802 7.4920 14.2346  0.086
H10 8.4843 8.4977 12.3758  0.094
H11 9.0652 10.7646 11.5338  0.099
H12 11.2819 11.7139 12.0513  0.120
H13 17.8513 16.2795 10.2962  0.113
H14 17.2152 17.4945 8.2329  0.104
H15 16.1823 16.4276 6.4049  0.095
H16 15.2419 14.2961 6.3576  0.091
H17 15.7593 12.5064 7.7497  0.111
H18 18.5561 10.9611 8.5651  0.101
H19 20.3179 9.6581 9.9448  0.093
H20 21.3419 9.9963 15.5591  0.104
H21 19.5921 10.1683 17.5438  0.088
H22 22.1593 10.6218 11.5087  0.077
H23 24.2048 9.2307 11.0989  0.093
H24 24.2592 6.8896 11.7398  0.084
H25 22.3496 5.9887 13.2030  0.077
H26 20.5715 7.4605 13.9787  0.115
H27 14.0667 11.4854 8.8313  0.078
H28 12.3952 10.1724 10.5523  0.103
Br1 23.0530 12.6191 9.5179  0.635
C45 21.6001 13.4535 10.4051  -0.721
C46 21.6552 13.9860 11.7029  -0.163
C47 20.5722 14.5928 12.2397  -0.028
C48 19.3431 14.6268 11.4621  -0.369
O1 18.3153 15.1207 12.0182  -0.120
C49 19.3761 14.2151 10.0439  -0.125
C50 18.1494 14.3573 9.2004  -0.084
N5 16.2568 14.9695 10.1004  0.097
C51 15.0012 15.4118 10.3796  -0.155
C52 13.8645 14.7030 10.0343  -0.022
C53 12.5390 15.1693 10.2527  -0.068
C54 12.3026 16.4720 10.7005  -0.080
C55 13.3893 17.2676 11.1468  -0.150
C56 13.1833 18.5595 11.7357  -0.043
C57 14.2517 19.0867 12.4039  -0.109
C58 15.5076 18.4604 12.3450  -0.138
N6 15.7637 17.2919 11.7024  0.149
C59 14.7431 16.7016 11.0457  -0.128
C60 20.5020 13.5908 9.5445  -0.150
H29 22.5714 13.7754 12.2884  0.101
H30 20.5341 15.1047 13.1982  0.091
H31 18.4358 14.3369 8.1040  0.157
H32 13.9749 13.8543 9.3432  0.091
H33 11.7327 14.5075 10.0385  0.083
H34 11.3006 16.8541 10.7852  0.083
H35 12.2104 19.0138 11.6570  0.097
H36 14.1779 19.9178 13.1356  0.097
H37 16.3659 18.8414 12.8585  0.083
H38 20.5109 13.2029 8.5329  0.089
O2 14.6325 14.5214 13.4370  -0.232
H39 14.4361 15.0583 14.2636  -0.043
H40 13.8581 13.9530 13.2058  0.045
O3 18.8569 15.3349 15.0387  -0.117
H41 18.6569 16.2499 15.2983  0.013
H42 18.5259 15.3630 14.1137  -0.004
C61 16.8469 17.0349 17.7090  -0.032
N7 15.6056 16.3439 17.9102  -0.211
C62 14.8559 16.2525 19.1149  -0.061
C63 14.9787 15.9343 16.8655  -0.268
N8 14.5271 15.6228 15.8364  0.222
H43 16.9992 17.7562 18.5272  0.089
H44 16.7898 17.5166 16.7159  0.101
H45 17.6902 16.3264 17.7096  0.094
H46 15.1713 16.8625 19.9307  0.073
H47 14.7349 15.1996 19.4339  0.100
H48 13.8081 16.5591 18.9007  0.097

Force components x, y, z for each atom (eV/Å):
0.6 -0.3 -0.2
-0.1 -0.5 -0.6
0.4 0.4 0.8
0.2 0.1 -2.3
-0.7 -0.6 1.5
0.5 0.8 -1.0
-0.1 0.2 0.3
-0.7 0.5 0.0
1.5 -0.5 0.1
-1.2 0.0 0.1
1.1 -0.3 -0.7
0.1 -0.5 0.6
2.1 1.1 -0.8
-1.1 0.8 -1.5
0.1 -0.4 0.8
0.3 0.9 -0.1
-1.4 -0.7 -0.6
-0.7 -0.4 0.1
1.3 0.0 1.1
-0.4 -0.2 1.5
1.2 -0.5 -1.5
-1.7 0.6 -0.1
0.2 0.0 0.3
-0.3 -0.8 2.8
-0.8 0.3 0.4
-0.5 0.3 0.3
0.3 2.0 -1.1
-0.2 -1.9 0.6
-0.7 1.0 -2.9
1.4 -0.4 3.1
0.8 0.3 0.2
-0.6 1.0 -0.8
0.9 -2.2 1.7
-0.6 0.5 -1.8
-1.3 1.1 -2.0
-1.6 0.1 -0.7
-0.2 -0.2 1.8
1.0 0.0 0.1
2.1 0.0 -0.3
0.5 -0.4 -0.4
-0.4 -0.2 -0.5
-0.6 0.4 0.9
-0.2 -0.3 -0.5
-0.4 0.5 0.4
0.3 0.7 0.1
0.2 1.5 -0.6
1.1 0.7 1.2
-0.9 0.0 -0.1
-1.8 0.8 0.2
0.0 -0.3 0.3
0.0 0.3 0.4
0.5 0.7 0.6
-0.5 -0.6 0.5
-0.9 -0.6 -0.7
0.0 0.1 0.1
0.1 0.2 0.1
-0.5 0.2 -0.7
-0.2 -0.5 -0.2
0.5 0.4 0.6
0.1 -0.4 0.0
0.0 -0.4 0.1
0.6 0.5 0.2
0.3 -0.3 -0.2
-0.2 0.0 0.4
0.1 -0.2 -0.4
-0.2 0.0 0.4
-0.1 -0.1 0.2
0.2 -0.3 0.3
-0.4 -0.1 -0.2
-0.1 -0.2 -0.5
0.3 -0.4 0.1
0.0 0.0 -0.1
-0.2 -0.3 0.2
0.2 -0.7 0.1
0.0 0.0 -0.4
0.1 -0.2 -0.1
0.8 0.2 -0.2
0.9 -0.3 0.2
-0.6 0.1 -1.0
1.7 -1.3 -0.2
-1.2 0.3 -1.0
0.2 0.8 0.2
0.0 -0.4 0.1
-0.6 -0.7 1.4
-0.3 0.8 -1.0
0.8 -1.7 -0.9
-0.8 0.8 -0.3
-0.5 -0.3 -1.0
1.2 1.7 0.6
0.4 -1.3 -0.2
0.7 -0.5 -0.8
1.0 -1.7 -0.4
0.5 0.9 1.0
0.0 -2.4 -1.0
-0.5 2.0 0.0
-0.5 0.3 1.0
0.0 0.5 1.4
-0.5 0.5 -0.4
0.2 -0.5 0.0
-0.2 -0.2 1.2
-0.1 0.2 0.9
-0.6 -0.3 -0.4
-0.3 0.1 0.1
-0.2 0.1 0.3
-0.2 -0.2 -1.0
0.2 0.4 0.4
0.1 0.0 0.0
-1.2 0.1 0.1
0.0 -1.2 -1.3
0.9 0.8 0.5
-0.4 1.0 -0.1
0.2 -0.4 0.1
0.2 -0.6 -0.3
0.9 0.1 0.0
0.3 0.4 1.1
-2.2 -1.1 0.5
-1.0 -1.0 -3.6
0.2 0.7 2.0
-0.1 -0.1 -0.5
0.3 0.1 0.6
-0.1 0.3 -0.1
0.8 0.4 0.4
0.4 0.4 0.2
0.5 0.1 0.1

Output
Molecular weight, g mol⁻¹: 1249.42
LUMO level (alpha / beta), eV: 3.5 / 3.5
Net charge: -2
Energy above the lowest of the compared OMol25 structures with the same formula, charge and spin, eV: 0.000
HOMO level (alpha / beta), Ha: -0.039 / -0.039
Multiplicity: 1
Energy, hartree: -5839.609420